DFT (ωB97M-V with the def2-TZVPD basis set) results for a cluster of 17 separate species, C21H76O17 in total at a distorted geometry.

LUMO energy = -0.045 eV
molecular weight = 600.822 g/mol
relative energy (zero: lowest compared OMol25 entry of this formula, charge and spin) = 57.77 kJ/mol
frontier orbital gap = 9.91 eV

Geometry as XYZ:
```
114
Properties=species:S:1:pos:R:3:lowdin_charge:R:1
O 2.8883 2.0533 -2.4500 -0.06
H 2.1292 1.9004 -3.0391 0.02
H 3.0809 2.9930 -2.5276 0.06
O 0.2215 1.9878 -3.6737 -0.05
H -0.3705 2.7346 -3.8042 0.06
H -0.3556 1.2645 -3.3880 0.01
O 2.1443 3.4222 1.5338 -0.06
H 2.7548 4.1323 1.3020 0.08
H 1.5484 3.8133 2.2105 0.04
O -1.5456 4.3269 1.3308 -0.04
H -2.4692 4.3042 1.0628 0.06
H -1.0389 4.0974 0.5343 0.02
O -5.0588 -1.4883 -1.7223 -0.08
H -4.4313 -0.7504 -1.7577 -0.01
H -5.9214 -1.0670 -1.7529 0.03
O 0.3804 3.4459 -0.5840 -0.07
H 0.8258 3.9491 -1.2728 0.07
H 1.1178 3.1671 0.0314 0.05
O 0.9052 -3.6115 -1.9892 -0.07
H 1.6728 -3.5536 -2.5754 -0.01
H 1.2726 -3.6483 -1.0817 -0.01
O 3.6816 1.4247 0.1255 -0.07
H 3.3563 1.5047 -0.7933 0.00
H 3.1376 2.0346 0.6504 0.01
O 2.0592 -3.7145 0.4704 -0.05
H 2.5027 -2.8482 0.5368 0.02
H 2.7728 -4.3553 0.3891 0.06
O -4.1313 1.3167 -1.6930 -0.07
H -4.7243 1.6241 -0.9916 0.00
H -3.2323 1.5384 -1.3744 0.00
C 0.2181 -0.1955 -1.2446 -0.03
C -1.0180 0.2832 -0.4946 -0.45
C -0.7421 0.4555 0.9879 -0.03
O -1.4942 1.4890 -1.0959 -0.09
H 0.5927 -1.1087 -0.7983 0.09
H 1.0620 0.4916 -1.1579 0.08
H 0.0160 -0.3153 -2.3082 0.04
H -1.7984 -0.4700 -0.6192 0.12
H -1.6044 0.4901 1.6561 0.07
H -0.1246 1.3431 1.1322 0.08
H -0.2273 -0.4552 1.3045 0.08
H -0.8071 2.1827 -1.0107 0.05
C 5.0060 -2.2770 -0.9973 -0.05
C 4.8437 -2.0642 0.4833 -0.50
C 6.0099 -1.3908 1.1989 -0.05
O 3.6448 -1.3375 0.7612 -0.08
H 6.0376 -2.5851 -1.2114 0.08
H 4.8997 -1.3428 -1.5538 0.09
H 4.4149 -3.0927 -1.4090 0.06
H 4.8343 -3.0840 0.8868 0.13
H 5.6990 -1.1127 2.2113 0.08
H 6.2966 -0.4322 0.7625 0.08
H 6.8145 -2.0956 1.4123 0.08
H 3.8263 -0.4128 0.4967 0.05
C -4.5396 1.4472 1.9543 -0.04
C -5.9797 1.4598 1.5615 -0.48
C -6.9804 2.0156 2.5858 -0.05
O -6.0923 2.1982 0.3357 -0.07
H -3.8999 1.3045 1.0824 0.06
H -4.2582 0.6667 2.6614 0.09
H -4.2641 2.4048 2.4064 0.08
H -6.3569 0.4690 1.2754 0.14
H -6.7150 3.0379 2.8635 0.08
H -7.0505 1.4010 3.4821 0.08
H -7.9620 2.0539 2.1091 0.08
H -7.0040 2.4325 0.1460 0.09
C -1.9782 -1.6617 -2.9329 -0.04
C -0.8729 -1.5226 -3.9661 -0.49
C -0.9478 -2.6552 -5.0010 -0.05
O -1.0553 -0.2754 -4.6516 -0.06
H -2.9621 -1.7100 -3.4076 0.09
H -1.9636 -0.8116 -2.2490 0.04
H -1.9318 -2.5659 -2.3227 0.11
H 0.1047 -1.4559 -3.5145 0.06
H -0.6320 -3.6098 -4.5905 0.08
H -0.4480 -2.4209 -5.9419 0.08
H -2.0045 -2.6774 -5.2916 0.08
H -1.8266 -0.3400 -5.2236 0.10
C 1.0358 3.5266 5.3132 -0.06
C -0.1025 3.6553 4.3326 -0.49
C -1.3533 4.0919 5.0719 -0.05
O 0.2634 4.6007 3.3239 -0.09
H 0.9914 2.5751 5.8467 0.08
H 1.1496 4.2985 6.0726 0.09
H 1.9503 3.4552 4.7138 0.08
H -0.2579 2.6889 3.8404 0.13
H -2.2338 3.6486 4.5988 0.07
H -1.4249 5.1806 5.0432 0.09
H -1.3989 3.8172 6.1258 0.08
H -0.4501 4.6039 2.6586 0.04
C 0.1838 -0.9555 4.2638 -0.06
C -0.3053 -1.9519 5.2717 -0.48
C -1.1436 -3.0602 4.6502 -0.06
O 0.7874 -2.5515 5.9856 -0.06
H 0.6199 -0.0392 4.6640 0.07
H -0.5716 -0.6258 3.5493 0.06
H 0.9627 -1.3565 3.6069 0.09
H -0.8933 -1.4359 6.0383 0.13
H -0.7772 -3.3968 3.6776 0.08
H -2.1550 -2.7198 4.3952 0.08
H -1.3191 -3.9297 5.2831 0.07
H 0.4780 -2.9584 6.7969 0.08
C 2.2562 -1.7418 -4.5943 -0.04
C 2.4228 -3.2179 -4.8461 -0.46
C 3.0927 -3.4916 -6.1896 -0.04
O 3.1950 -3.7630 -3.7498 -0.08
H 3.0335 -1.1121 -5.0310 0.09
H 2.0638 -1.4828 -3.5553 0.08
H 1.3780 -1.3642 -5.1209 0.07
H 1.4817 -3.7601 -4.7627 0.11
H 3.2942 -4.5570 -6.3296 0.08
H 3.9645 -2.8923 -6.4417 0.08
H 2.3390 -3.2852 -6.9577 0.08
H 3.4908 -4.6395 -4.0160 0.09
```